Record 1
The following is a quantum chemistry calculation of a molecular structure, C2H4BrO2P in a non-equilibrium geometry, from OMol25.

Geometry as ORCA input:
```
! wB97M-V def2-TZVPD RIJCOSX def2/J DEFGRID3
* xyz 0 1
C -0.29943 0.09863 0.45604
C 0.78888 0.75293 1.32538
O 0.30256 -0.60812 -0.46368
O -1.51310 0.12370 0.47814
P -0.89388 -1.40439 -1.34112
Br -1.39276 0.19154 -2.80624
H 1.63041 0.23406 1.08886
H 0.41635 0.87024 2.27799
H 0.95127 1.76155 1.13765
H 0.00970 -2.02014 -2.15302
*
```

Values from the calculation:
ΔE to the lowest compared entry with this formula, charge and spin   0.398 eV


Record 2
The following is a quantum chemistry calculation of a molecular structure, C24H16BF5GdN10O4SSe in a non-equilibrium geometry, from OMol25.

Geometry as ORCA input:
```
! wB97M-V def2-TZVPD RIJCOSX def2/J DEFGRID3
* xyz 0 7
Gd 0.90651 -0.84140 -0.47376
C 2.10971 3.30130 1.01984
C 2.44621 2.07600 0.44474
N 1.50961 1.17030 0.71014
N 0.55981 1.79070 1.44684
C 0.90521 3.07320 1.64934
B -0.59079 0.94650 2.02504
N -1.58059 0.49000 0.90464
C -2.78049 1.04770 0.67594
C -3.37929 0.38410 -0.37436
C -2.45049 -0.58340 -0.74626
N -1.36579 -0.51370 0.02914
N 0.11051 -0.27840 2.66014
C 0.45171 -0.39540 3.95364
C 1.28661 -1.48270 4.09064
C 1.42491 -1.97430 2.79374
N 0.71171 -1.24450 1.93514
N -1.40799 1.69570 3.05604
C -2.27259 1.13730 3.94114
C -2.93329 2.15000 4.58994
C -2.41179 3.32000 4.01944
N -1.51299 3.03190 3.10414
H 2.66001 4.21770 0.97444
H 3.31041 1.80900 -0.14046
H 0.27161 3.71660 2.22574
H -3.13469 1.88220 1.24734
H -4.34419 0.57060 -0.80106
H -2.52609 -1.32550 -1.52336
H 0.09571 0.29530 4.69034
H 1.72391 -1.85670 4.99394
H 2.01581 -2.81020 2.45984
H -2.35239 0.07470 4.04434
H -3.67529 2.06630 5.35624
H -2.65199 4.34220 4.23884
F 0.54101 5.55810 -3.74396
C 0.44521 4.23130 -3.69036
C 0.22161 3.58910 -2.47186
F 0.07561 4.29030 -1.34766
C 0.11751 2.21340 -2.46086
F -0.13559 1.56800 -1.28336
C 0.25851 1.41570 -3.60126
S 0.21671 -0.29930 -3.43206
C 0.46981 2.08760 -4.81576
F 0.58131 1.40600 -5.94906
C 0.54541 3.47500 -4.85886
F 0.71721 4.09580 -6.02496
N -0.24629 -6.07370 -4.64096
C -0.14599 -5.62610 -3.59246
C -0.05069 -5.09070 -2.28426
C 0.39851 -5.88130 -1.22686
C 0.40081 -5.32860 0.04114
C 0.00271 -4.00910 0.19984
N -0.36839 -3.22240 -0.81606
C -0.41219 -3.76410 -2.03136
H 0.72571 -6.89580 -1.40246
H 0.71171 -5.91320 0.89394
H -0.05449 -3.55930 1.18694
H -0.73989 -3.12650 -2.84526
O 2.19021 0.09480 -2.15766
Se 3.04071 -1.33240 -1.86086
O 4.33411 -1.51460 -2.70056
O 3.17901 -1.25360 -0.24466
O 1.85071 -2.41750 -2.06006
*
```

Values from the calculation:
ΔE to the lowest compared entry with this formula, charge and spin   0.513 eV